Computed, not measured: a molecular structure, C43H38N8OPRbS4, with wB97M-V/def2-TZVPD.

Element x y z (Å)
Rb 0.583 0.000 0.745
O 4.560 -2.583 1.329
C 3.669 -1.789 1.007
N 2.408 -1.717 1.485
C 2.265 -2.789 2.497
C 0.890 -2.779 3.079
C 0.522 -3.702 4.056
C -0.770 -3.659 4.573
C -1.652 -2.697 4.098
C -1.195 -1.822 3.126
N 0.050 -1.847 2.613
C 4.011 -0.789 -0.026
C 5.280 -0.759 -0.598
C 5.553 0.201 -1.568
C 4.551 1.094 -1.929
C 3.319 0.983 -1.301
N 3.031 0.063 -0.361
H 2.972 -2.662 3.330
H 2.427 -3.786 2.063
H 1.240 -4.438 4.400
H -1.078 -4.368 5.333
H -2.665 -2.628 4.472
H -1.835 -1.049 2.715
H 6.031 -1.476 -0.285
H 6.533 0.247 -2.029
H 4.721 1.857 -2.678
H 2.500 1.653 -1.544
C -5.239 1.465 0.745
N -4.703 0.124 0.745
C -5.463 -1.047 0.745
C -4.613 -2.122 0.745
N -3.246 -1.702 0.745
C -3.342 -0.264 0.745
S -2.164 0.872 0.745
C -2.140 -2.646 0.745
C -2.451 -4.121 0.745
C -1.470 -5.024 0.745
C -0.076 -4.571 0.745
C 0.179 -3.256 0.745
N -0.881 -2.290 0.745
H -6.350 1.436 0.745
H -4.896 2.004 -0.162
H -4.896 2.004 1.653
H -6.544 -1.096 0.745
H -4.984 -3.131 0.745
H -3.455 -4.512 0.745
H -1.704 -6.084 0.745
H 0.729 -5.298 0.745
H 1.210 -2.919 0.745
S 0.396 6.191 4.669
C 0.462 4.684 3.718
C 0.360 4.723 2.329
C 0.423 3.527 1.636
N 0.583 2.324 2.228
C 0.690 2.317 3.573
C 0.638 3.458 4.355
C -1.360 6.302 4.960
C -2.177 6.997 4.071
C -3.532 7.061 4.345
N -4.107 6.493 5.425
C -3.291 5.834 6.274
C -1.924 5.713 6.089
H 0.235 5.657 1.793
H 0.346 3.503 0.553
H 0.823 1.336 4.021
H 0.735 3.384 5.432
H -1.776 7.480 3.188
H -4.212 7.589 3.682
H -3.780 5.391 7.137
H -1.323 5.174 6.812
S -0.655 -3.252 -3.770
P 0.461 -1.634 -4.051
S 0.583 -0.937 -2.195
C -0.278 -0.485 -5.286
C -0.652 0.823 -4.948
C -1.197 1.676 -5.910
C -1.374 1.232 -7.219
C -1.011 -0.067 -7.569
C -0.468 -0.922 -6.608
C 2.119 -1.930 -4.795
C 2.499 -3.191 -5.275
C 3.757 -3.382 -5.850
C 4.648 -2.316 -5.952
C 4.286 -1.057 -5.476
C 3.029 -0.865 -4.900
H -0.529 1.176 -3.927
H -1.489 2.684 -5.629
H -1.803 1.896 -7.964
H -1.156 -0.421 -8.585
H -0.197 -1.940 -6.879
H 1.815 -4.032 -5.192
H 4.038 -4.368 -6.210
H 5.628 -2.467 -6.395
H 4.980 -0.225 -5.544
H 2.751 0.115 -4.519
H 0.583 2.169 -0.638

The calculation puts the HOMO-LUMO gap at 3.324 eV. Its HOMO energy is 0.024 eV. Its multiplicity is 1. The LUMO energy is 3.3 eV. Its charge is -2.

---

Computed, not measured: a molecular structure, C44H40CuN2O3P2SSe, with wB97M-V/def2-TZVPD.

Element x y z (Å)
Cu -0.245 -2.135 0.130
O 0.818 -4.134 -0.759
S 0.457 -3.874 -2.158
O 0.418 -5.041 -3.008
O -0.698 -2.981 -2.288
C 1.868 -2.911 -2.733
C 2.630 -3.469 -3.750
C 3.817 -2.881 -4.154
C 4.270 -1.745 -3.503
C 3.505 -1.183 -2.493
C 2.274 -1.722 -2.115
P 1.270 -0.841 -0.837
C 0.733 0.604 -1.855
C 1.039 2.732 -2.370
C 0.893 2.995 -3.884
C -0.354 2.465 -4.632
C -0.696 0.351 -4.146
C -0.537 0.117 -2.631
C 2.607 -0.314 0.289
C 3.370 -1.323 0.882
C 4.347 -1.009 1.812
C 4.569 0.317 2.168
C 3.807 1.320 1.592
C 2.828 1.006 0.656
H 2.274 -4.389 -4.194
H 4.401 -3.327 -4.950
H 5.219 -1.296 -3.771
H 3.901 -0.327 -1.966
H 1.535 3.532 -1.814
H 1.275 3.955 -4.227
H -0.719 3.104 -5.435
H -1.166 -0.470 -4.681
H -0.929 -0.837 -2.289
H 3.186 -2.359 0.615
H 4.931 -1.800 2.266
H 5.330 0.562 2.899
H 3.963 2.355 1.874
H 2.224 1.799 0.236
N -1.725 2.501 0.721
P -0.220 2.953 -0.004
C -0.843 4.521 -0.753
C -1.687 4.605 -1.862
C -2.100 5.837 -2.347
C -1.684 7.009 -1.728
C -0.849 6.942 -0.623
C -0.430 5.707 -0.147
C -0.057 1.980 -1.557
C 1.789 1.420 -2.645
C 1.642 1.652 -4.174
C 0.391 1.127 -4.924
C -1.447 1.689 -3.850
C -1.281 1.429 -2.325
C -1.654 1.548 1.728
C -2.569 1.486 2.782
C -2.371 0.520 3.748
C -1.301 -0.360 3.636
C -0.486 -0.238 2.529
N -0.638 0.709 1.603
H -2.447 3.198 0.800
H -2.025 3.705 -2.357
H -2.750 5.882 -3.212
H -2.007 7.969 -2.109
H -0.516 7.850 -0.137
H 0.237 5.655 0.707
H 2.811 1.327 -2.295
H 2.573 1.620 -4.737
H 0.573 0.784 -5.941
H -2.470 1.857 -4.187
H -2.198 1.408 -1.737
H -3.398 2.181 2.834
H -3.056 0.435 4.583
H -1.152 -1.159 4.348
H 0.311 -0.947 2.310
C -2.065 -3.681 7.035
C -2.113 -3.524 5.537
C -1.043 -3.900 4.740
C -1.070 -3.795 3.350
C 0.142 -4.282 2.598
C -2.206 -3.257 2.719
Se -2.320 -3.019 0.818
C -3.306 -2.890 3.517
C -4.548 -2.310 2.901
C -3.244 -3.031 4.899
H -1.073 -3.448 7.426
H -2.301 -4.705 7.335
H -2.784 -3.022 7.523
H -0.147 -4.300 5.210
H 1.044 -3.767 2.941
H 0.052 -4.149 1.524
H 0.289 -5.350 2.783
H -4.306 -1.419 2.318
H -5.277 -2.054 3.673
H -5.005 -3.014 2.203
H -4.101 -2.731 5.496

For the relative energy (zero: lowest compared OMol25 entry of this formula, charge and spin), the calculation gives 49.0 kcal/mol. The calculation puts the HOMO-LUMO gap at 6.174 eV. Its HOMO energy is -3.913 eV. Its multiplicity is 1. The LUMO energy is 2.3 eV. Its charge is -1.